[1]
{
  "formula": "C38H52N3OP2Pt",
  "method": "wB97M-V/def2-TZVPD",
  "elements": ["C", "C", "C", "C", "C", "H", "H", "H", "N", "P", "P", "C", "H", "H", "C", "H", "C", "C", "C", "C", "C", "H", "H", "H", "C", "H", "H", "H", "C", "H", "H", "H", "C", "H", "H", "H", "C", "H", "H", "H", "C", "H", "H", "H", "C", "H", "H", "H", "C", "H", "H", "H", "C", "H", "H", "H", "C", "H", "H", "H", "C", "H", "H", "H", "C", "H", "H", "H", "Pt", "C", "O", "N", "C", "C", "C", "C", "C", "H", "C", "H", "C", "H", "H", "H", "N", "C", "C", "C", "C", "C", "C", "C", "H", "H", "H", "H", "H"],
  "xyz": [[-1.6374, -1.7412, -2.3922], [0.6836, -2.1226, -2.2886], [-1.7427, -2.3597, -3.6407], [0.5860, -2.8756, -3.4934], [-0.6164, -2.9850, -4.1725], [-2.7083, -2.3341, -4.1370], [1.5043, -3.2906, -3.9018], [-0.6959, -3.5257, -5.1104], [-0.5082, -1.7962, -1.6766], [-2.6553, -0.4802, -0.1118], [2.3001, -0.7671, -0.2839], [-2.7200, -0.7803, -1.9428], [-2.5303, 0.1766, -2.4661], [-3.7044, -1.1165, -2.3002], [1.9086, -1.5365, -1.8435], [2.7975, -1.9667, -2.3187], [3.7758, 0.4170, -1.0141], [3.0550, -1.5488, 1.3591], [-3.2339, 1.2947, 0.1645], [-3.9280, -1.7705, 0.5040], [3.3077, 1.8181, -0.6096], [2.9390, 1.8903, 0.4266], [4.1570, 2.5184, -0.7086], [2.5011, 2.1702, -1.2684], [5.1999, 0.1346, -0.5065], [5.3381, 0.1406, 0.5784], [5.5937, -0.8080, -0.9181], [5.8520, 0.9372, -0.8936], [3.9742, 0.3538, -2.5402], [4.6747, 1.1641, -2.8098], [4.4378, -0.5941, -2.8578], [3.0705, 0.5235, -3.1308], [3.4788, -0.3669, 2.2614], [2.6014, 0.2342, 2.5486], [3.9226, -0.7721, 3.1832], [4.2056, 0.3196, 1.8144], [2.0451, -2.3611, 2.1770], [1.3418, -1.7226, 2.7171], [1.4926, -3.0831, 1.5615], [2.5998, -2.9242, 2.9462], [4.1830, -2.5106, 0.9732], [5.0606, -2.0289, 0.5337], [4.5200, -3.0206, 1.8886], [3.8118, -3.2757, 0.2734], [-4.4280, -1.4198, 1.9173], [-5.0903, -2.2374, 2.2476], [-3.6123, -1.3395, 2.6472], [-5.0310, -0.5006, 1.9312], [-3.2332, -3.1454, 0.5249], [-2.8541, -3.4266, -0.4678], [-2.4072, -3.1887, 1.2462], [-3.9765, -3.9031, 0.8218], [-5.1577, -1.8811, -0.4232], [-5.9078, -2.5065, 0.0893], [-5.6248, -0.9103, -0.6305], [-4.9190, -2.3764, -1.3739], [-2.3988, 2.2613, -0.6939], [-2.5360, 2.0884, -1.7688], [-2.7292, 3.2883, -0.4704], [-1.3275, 2.1945, -0.4666], [-3.0238, 1.6772, 1.6414], [-1.9566, 1.7487, 1.8915], [-3.4736, 2.6701, 1.8016], [-3.5045, 0.9783, 2.3368], [-4.7086, 1.4367, -0.2318], [-4.8819, 1.1246, -1.2715], [-5.3884, 0.8899, 0.4339], [-4.9719, 2.5040, -0.1604], [-0.3086, -0.6036, 0.1930], [-0.7508, -0.9729, 1.9263], [-1.1138, -1.2196, 3.0121], [0.2413, 0.6487, -1.3221], [0.8588, 0.6240, -2.3655], [0.9010, 1.4701, -3.5494], [0.7619, 2.8377, -3.2722], [0.9949, 1.0038, -4.8746], [0.7686, 3.7577, -4.3167], [0.5942, 3.1445, -2.2310], [0.9847, 1.9333, -5.9173], [1.0193, -0.0702, -5.0593], [0.8603, 3.3032, -5.6424], [0.6664, 4.8187, -4.0837], [1.0468, 1.5952, -6.9535], [0.8220, 4.0274, -6.4609], [0.6973, 2.2811, 2.0256], [0.6056, 2.0399, 3.1719], [0.4694, 1.7703, 4.5689], [-0.7723, 1.3446, 5.0631], [-0.9146, 1.0269, 6.4155], [0.1764, 1.1628, 7.2789], [1.4080, 1.6218, 6.7957], [1.5591, 1.9251, 5.4380], [-1.6223, 1.2629, 4.3829], [-1.8832, 0.6722, 6.7825], [0.0630, 0.9128, 8.3327], [2.2560, 1.7422, 7.4721], [2.5148, 2.2849, 5.0447]],
  "forces_ev_per_angstrom": [[0.45, 0.06, 0.09], [-1.49, -0.51, -0.55], [0.14, -0.14, 0.11], [0.80, 0.48, 0.08], [-0.42, -0.12, 0.37], [0.27, -0.01, -0.17], [-0.18, 0.08, -0.07], [0.16, 0.05, 0.12], [0.80, 0.49, -1.04], [-1.06, 0.32, -0.62], [0.30, 1.62, 1.69], [-0.27, -0.13, 0.08], [0.12, -0.37, 0.29], [0.35, 0.14, 0.20], [0.93, -2.99, 0.42], [-0.40, 0.33, -0.46], [-0.29, -0.36, 0.32], [0.20, -0.49, -0.80], [-0.31, -0.33, -0.15], [0.00, 0.27, 0.00], [0.23, 0.55, 0.11], [0.13, -0.13, -0.37], [-0.31, -0.14, -0.05], [0.29, -0.07, 0.29], [0.38, 0.05, 0.24], [0.01, -0.10, -0.46], [-0.15, 0.34, 0.19], [-0.25, -0.20, 0.05], [-0.17, 0.05, -0.24], [-0.20, -0.28, 0.10], [-0.18, 0.32, 0.09], [0.28, -0.13, 0.14], [-0.08, 0.25, -0.25], [0.20, -0.26, -0.13], [-0.11, -0.02, -0.23], [-0.34, -0.28, 0.27], [-0.22, -0.12, -0.10], [0.14, -0.14, -0.24], [0.05, 0.13, 0.18], [-0.09, 0.15, -0.30], [0.41, -0.16, 0.30], [-0.35, -0.16, 0.11], [0.03, 0.00, -0.27], [0.13, 0.17, 0.25], [-0.10, -0.18, 0.11], [0.23, 0.22, -0.05], [-0.19, 0.03, -0.19], [0.25, -0.29, 0.01], [0.04, 0.00, 0.10], [-0.04, 0.07, 0.22], [-0.15, 0.05, -0.19], [0.20, 0.21, -0.10], [-0.12, 0.00, 0.05], [0.24, 0.17, -0.19], [0.12, -0.36, 0.02], [-0.09, 0.10, 0.27], [0.13, -0.03, 0.01], [-0.01, 0.13, 0.19], [0.05, -0.30, -0.08], [-0.31, 0.03, 0.03], [-0.05, 0.03, 0.10], [-0.23, -0.06, -0.14], [0.14, -0.25, -0.02], [0.11, 0.19, -0.17], [-0.15, 0.46, 0.07], [0.00, 0.06, 0.25], [0.22, 0.14, -0.23], [-0.04, -0.26, -0.05], [-0.26, -0.41, 0.75], [0.20, -0.82, 3.56], [0.37, 0.55, -2.19], [2.68, 0.81, -4.17], [-3.68, 1.25, 2.56], [0.23, 0.10, -0.67], [-0.04, 0.18, -0.10], [-0.01, 0.32, 0.48], [-0.15, -0.30, -0.18], [0.27, -0.03, -0.54], [-0.21, 0.16, 0.17], [0.18, 0.27, -0.04], [0.14, -0.04, 0.29], [0.01, -0.30, -0.20], [-0.04, 0.08, 0.35], [0.09, -0.31, 0.28], [-0.18, -0.59, 2.71], [0.25, 0.85, -2.88], [-0.16, -0.17, 0.74], [-0.04, -0.09, 0.18], [0.09, 0.11, -0.24], [0.06, 0.05, -0.24], [-0.16, 0.01, -0.31], [0.02, -0.08, 0.19], [0.29, -0.04, 0.21], [0.43, 0.18, -0.09], [0.06, 0.07, -0.24], [-0.29, -0.04, -0.21], [-0.36, -0.17, 0.18]],
  "e_above_lowest_kj_mol": 189.3,
  "spin_multiplicity": 3,
  "orbital_gap_ha": [0.1929, 0.2089],
  "charge": 1,
  "s2": 2.043
}



[2]
{
  "formula": "C26H22ClIrNO5S4",
  "method": "wB97M-V/def2-TZVPD",
  "elements": ["Ir", "O", "S", "O", "O", "O", "O", "C", "C", "C", "C", "C", "S", "C", "C", "C", "C", "S", "C", "C", "C", "C", "S", "H", "H", "H", "H", "H", "H", "H", "H", "H", "Cl", "C", "C", "C", "C", "C", "C", "C", "H", "H", "H", "H", "H", "H", "C", "C", "C", "C", "N", "C", "C", "H", "H", "H", "H", "H", "H", "H"],
  "xyz": [[0.3131, -0.0809, 0.1729], [0.6513, 1.8667, 3.6255], [0.7821, 0.8683, 2.5913], [1.7190, -0.2002, 2.9465], [-0.5418, 0.2422, 2.2309], [1.2578, 1.5048, 1.2891], [0.9858, -0.6081, -1.9057], [2.1787, -1.2986, -1.8139], [1.8187, -2.7545, -1.6361], [2.3360, -3.8201, -0.9752], [1.6059, -5.0071, -1.2189], [0.5732, -4.8198, -2.0786], [0.4321, -3.1783, -2.5701], [3.0517, -0.6758, -0.7464], [3.7231, 0.5081, -0.8803], [4.3393, 0.9289, 0.3159], [4.1379, 0.0619, 1.3402], [3.1798, -1.2736, 0.8748], [2.9461, -1.2689, -3.1152], [4.1386, -1.8719, -3.3648], [4.5478, -1.7355, -4.7065], [3.6496, -1.0386, -5.4478], [2.2888, -0.5315, -4.5163], [3.2079, -3.7705, -0.3498], [1.8565, -5.9522, -0.7711], [-0.1198, -5.5426, -2.4604], [3.7571, 1.0640, -1.8013], [4.8895, 1.8494, 0.4055], [4.4563, 0.1310, 2.3596], [4.6844, -2.3956, -2.6013], [5.4638, -2.1472, -5.0902], [3.7032, -0.7882, -6.4886], [-5.6084, -3.4469, -1.6652], [-4.3758, -2.2431, -1.4433], [-4.3401, -1.5105, -0.2622], [-3.3914, -0.5321, -0.1037], [-2.4444, -0.2462, -1.1190], [-1.5234, 0.8210, -0.9914], [-2.4836, -1.0530, -2.2845], [-3.4339, -2.0333, -2.4456], [-5.0671, -1.7098, 0.5126], [-3.3397, 0.0315, 0.8128], [-1.7538, 1.5820, -0.2590], [-1.0615, 1.1713, -1.9033], [-1.7366, -0.8922, -3.0443], [-3.4630, -2.6331, -3.3438], [-0.4251, -6.4102, 2.0350], [-0.3602, -4.9673, 1.6466], [0.4548, -4.0569, 2.3076], [0.4883, -2.7338, 1.8971], [-0.2060, -2.2973, 0.8526], [-1.0245, -3.1443, 0.2396], [-1.1368, -4.4735, 0.6048], [0.4599, -6.6998, 2.5946], [-0.5101, -7.0241, 1.1418], [-1.2990, -6.6001, 2.6591], [1.0607, -4.3708, 3.1449], [1.0675, -1.9866, 2.4287], [-1.6060, -2.7450, -0.5761], [-1.8232, -5.1210, 0.0785]],
  "forces_ev_per_angstrom": [[-2.00, -0.89, -0.14], [-0.19, -0.08, -0.37], [0.99, 0.64, 2.08], [-0.24, 0.20, 0.43], [0.20, -0.18, -2.07], [-0.44, 0.27, -1.56], [-0.63, 1.28, 1.42], [0.17, 0.01, 0.29], [-0.27, 0.01, 0.12], [0.04, 0.29, -0.07], [-0.09, -0.32, -0.20], [0.06, 0.21, -0.34], [0.24, -0.59, 0.16], [0.41, -0.20, 0.11], [-0.23, -0.37, -0.07], [0.10, -0.08, 0.15], [-0.04, -0.22, 0.00], [0.26, 0.31, -0.73], [-0.05, 0.19, -0.24], [-0.21, 0.15, 0.12], [0.04, -0.01, -0.14], [-0.37, 0.21, -0.05], [0.41, -0.17, 0.05], [0.17, 0.04, 0.15], [0.00, -0.25, 0.07], [-0.18, -0.25, 0.04], [-0.07, 0.05, -0.17], [0.11, 0.12, 0.09], [0.03, 0.12, 0.24], [0.15, -0.12, 0.15], [0.18, -0.04, -0.17], [0.05, 0.05, -0.24], [-0.14, -0.18, -0.02], [0.34, 0.15, -0.02], [-0.30, -0.38, -0.23], [0.80, 0.35, -0.54], [-1.66, -1.57, -0.37], [3.29, -0.06, 2.05], [0.25, 0.73, 0.76], [-0.50, -0.30, 0.19], [-0.01, -0.02, 0.03], [-0.02, 0.14, 0.20], [-0.27, 0.23, -0.13], [0.12, 0.07, -0.05], [0.13, 0.07, -0.16], [-0.01, -0.04, -0.04], [-0.03, 0.08, 0.01], [-0.05, 0.36, -0.05], [-0.23, -0.04, -0.13], [0.21, -0.04, 0.49], [-0.31, 0.66, -1.20], [-0.27, -0.34, -0.04], [-0.03, 0.11, 0.26], [0.07, -0.10, 0.03], [0.02, -0.17, -0.02], [-0.04, -0.03, 0.03], [0.07, 0.03, 0.08], [0.00, -0.09, -0.05], [-0.02, 0.01, -0.07], [-0.02, -0.02, -0.13]],
  "orbital_gap_ha": [0.2675, 0.2676],
  "charge": -1
}



[3]
{
  "formula": "C19H32BO14P",
  "method": "wB97M-V/def2-TZVPD",
  "elements": ["C", "C", "C", "O", "C", "O", "O", "H", "H", "H", "H", "H", "H", "C", "C", "C", "O", "C", "O", "O", "H", "H", "H", "H", "H", "H", "C", "C", "C", "O", "C", "O", "O", "H", "H", "H", "H", "H", "H", "C", "C", "C", "O", "C", "O", "O", "H", "H", "H", "H", "H", "H", "C", "C", "B", "C", "P", "O", "O", "H", "H", "H", "H", "H", "H", "H", "H"],
  "xyz": [[-2.8682, -4.8120, 4.1074], [-1.6146, -4.0279, 3.8345], [-0.4976, -4.1877, 4.8443], [0.1882, -2.9318, 4.7355], [-0.7164, -2.0091, 4.3372], [-0.5329, -0.8336, 4.3345], [-1.8541, -2.6067, 3.9195], [-2.6550, -5.8806, 4.0837], [-3.2996, -4.5607, 5.0772], [-3.6127, -4.5911, 3.3445], [-1.2554, -4.2417, 2.8223], [0.1824, -5.0056, 4.6224], [-0.8744, -4.2919, 5.8644], [0.4802, 0.6540, 2.0465], [0.1036, 1.4073, 0.8001], [-1.3568, 1.3127, 0.4261], [-1.3066, 1.4532, -1.0007], [-0.1070, 0.9975, -1.4218], [0.1661, 0.7776, -2.5594], [0.7323, 0.8250, -0.3702], [-0.0478, 1.0500, 2.9098], [0.2353, -0.4006, 1.9385], [1.5520, 0.7234, 2.2322], [0.4246, 2.4510, 0.8613], [-1.9710, 2.0949, 0.8640], [-1.7865, 0.3376, 0.6609], [3.1870, 1.3933, -2.1935], [4.4179, 2.1469, -2.6204], [5.5872, 2.0852, -1.6612], [6.2532, 3.3286, -1.9125], [5.3176, 4.2118, -2.3429], [5.4835, 5.3835, -2.4323], [4.1678, 3.5671, -2.6517], [3.3950, 0.3266, -2.1083], [2.8247, 1.7597, -1.2347], [2.3851, 1.5305, -2.9135], [4.7284, 1.8423, -3.6240], [6.2613, 1.2523, -1.8424], [5.2620, 2.0716, -0.6177], [0.0601, 5.5030, -2.1423], [-1.3785, 5.0564, -2.1795], [-2.1572, 5.4993, -3.3990], [-3.4948, 5.5722, -2.8907], [-3.4144, 5.8411, -1.5641], [-4.3276, 6.1757, -0.8842], [-2.1432, 5.6738, -1.1253], [0.6143, 5.0776, -2.9792], [0.1249, 6.5907, -2.1860], [0.5378, 5.1868, -1.2152], [-1.4487, 3.9727, -2.0479], [-2.1049, 4.8014, -4.2301], [-1.8597, 6.4947, -3.7387], [0.7134, -5.3180, 0.2213], [0.2245, -4.4515, -0.6835], [-1.1671, -3.8604, -0.4238], [-1.2722, -2.3278, -0.1228], [-2.8834, -4.8622, -0.4703], [-2.8374, -5.8561, 0.8353], [-2.6175, -5.9469, -1.7017], [1.7575, -5.2593, 0.5098], [0.0956, -6.0956, 0.6578], [0.8475, -4.1340, -1.5205], [-1.0734, -2.1784, 0.9462], [-0.5426, -1.7584, -0.7058], [-2.2776, -1.9431, -0.3160], [-2.2058, -6.5828, 0.7316], [-2.7483, -5.4737, -2.5352]],
  "forces_ev_per_angstrom": [[-0.24, 0.19, 0.02], [-0.09, -0.20, 0.09], [0.06, -0.05, -0.05], [-0.05, -0.03, 0.11], [-0.05, 0.06, -0.10], [-0.02, -0.13, 0.17], [0.07, -0.02, -0.06], [0.01, 0.00, -0.06], [0.13, 0.03, 0.05], [0.01, -0.11, -0.04], [0.05, 0.02, 0.02], [0.10, 0.09, -0.05], [-0.06, -0.02, -0.02], [0.33, -0.03, -0.27], [0.09, -0.20, 0.35], [-0.07, 0.13, 0.04], [-0.11, -0.01, -0.11], [0.03, -0.04, 0.19], [-0.03, -0.02, 0.00], [-0.33, 0.14, -0.17], [-0.03, -0.01, 0.00], [-0.10, 0.03, 0.02], [-0.01, 0.07, 0.03], [-0.02, 0.01, -0.08], [0.00, 0.08, -0.16], [0.07, -0.02, 0.07], [0.00, 0.34, -0.08], [-0.10, -0.23, 0.14], [0.07, -0.02, -0.03], [-0.05, -0.01, 0.08], [-0.01, 0.03, -0.03], [0.02, 0.02, -0.02], [0.07, -0.02, -0.04], [0.01, 0.00, -0.01], [0.11, -0.04, 0.06], [0.02, -0.10, -0.05], [0.04, 0.05, -0.01], [0.10, 0.09, -0.06], [-0.07, -0.04, -0.02], [-0.02, 0.15, 0.24], [0.29, 0.00, -0.11], [-0.04, -0.07, -0.05], [0.05, 0.09, -0.02], [0.00, -0.01, 0.04], [-0.03, -0.03, 0.02], [-0.05, -0.07, -0.03], [-0.01, -0.03, 0.00], [-0.02, 0.00, -0.08], [0.02, -0.07, -0.03], [-0.06, 0.00, -0.03], [-0.14, -0.06, 0.04], [0.07, 0.00, 0.03], [0.07, 0.13, -0.26], [-0.24, -0.49, -0.72], [-0.14, -0.67, -0.03], [-0.21, -0.11, -0.40], [-0.54, 0.63, 0.10], [0.18, -0.42, -0.18], [0.29, 0.14, 0.12], [0.20, -0.80, -0.51], [-0.20, 0.63, 0.88], [0.51, 1.00, 0.77], [0.09, 0.02, -0.03], [0.05, 0.09, 0.20], [0.04, 0.05, 0.04], [0.03, 0.11, 0.07], [-0.11, -0.31, -0.01]],
  "orbital_gap_ha": 0.2899
}